A single C4Cl2 molecule. Source: the Open Molecules 2025 dataset; level of theory: ωB97M-V with the def2-TZVPD basis set.

The geometry in XYZ format:
```
6
Properties=species:S:1:pos:R:3:forces:R:3:lowdin_charge:R:1
C -0.8090 -0.2879 0.1883 0.6 0.8 -1.6 -0.73
C -0.1363 -0.3344 -1.0969 0.5 -0.2 -0.1 0.02
C 0.2113 -1.1275 0.8261 -0.8 1.9 -0.4 0.14
C 0.8381 -0.1253 -0.1120 -1.3 -1.0 0.9 -0.87
Cl -2.1527 0.8611 0.1134 0.7 -1.3 1.3 0.67
Cl 2.0487 1.0140 0.0811 0.3 -0.1 0.0 0.76
```
Forces are in eV/Å.

Calculated values
multiplicity: 1
DFT total energy: -29185.5071 eV
ΔE to the lowest compared entry with this formula, charge and spin: 268.5 kJ/mol

---

2 unconnected molecules or ions with the total composition H4NS. Source: the Open Molecules 2025 dataset; level of theory: ωB97M-V with the def2-TZVPD basis set.

The geometry in XYZ format:
```
6
Properties=species:S:1:pos:R:3:forces:R:3:lowdin_charge:R:1
N -0.3449 -1.1932 0.0929 -0.9 0.8 0.4 -0.10
H -0.6268 -1.8153 -0.6493 0.6 0.0 -0.1 -0.04
H -0.4695 -0.1787 -0.1605 -0.2 -1.3 0.2 -0.20
H 0.6207 -1.2386 0.3823 0.1 -0.5 -0.4 -0.05
S 0.5635 1.5689 0.0848 0.4 0.7 -0.1 -0.15
H 0.2570 2.8569 0.2498 0.0 0.3 0.0 -0.47
```
Forces are in eV/Å.

Calculated values
multiplicity: 1
DFT total energy: -12391.0217 eV
ΔE to the lowest compared entry with this formula, charge and spin: 34.3 kJ/mol
net charge: -1

---

Quick rundown of molar mass, same order as above: 118.95, 50.11 g/mol